This record from OMol25 describes a molecular structure, C36H47I2N5OSSeTa at a distorted geometry. The level of theory is ωB97M-V with the def2-TZVPD basis set.

The geometry in XYZ format:
```
94
Properties=species:S:1:pos:R:3:mulliken_charge:R:1
Ta -0.40 -0.70 0.37 0.047
C 0.97 -0.82 -1.57 -0.658
C 1.58 0.50 -1.40 -0.238
C 2.41 0.42 -0.29 0.860
C 2.26 -1.02 0.31 0.014
C 1.56 -1.82 -0.70 -0.745
C 2.16 -3.20 -1.04 1.043
C 1.49 -3.93 -2.28 -1.257
C 3.75 -3.16 -1.19 -1.462
C 1.97 -4.20 0.14 -1.425
C 3.52 1.29 0.29 1.913
C 3.53 1.27 1.89 -1.259
C 3.52 2.79 0.02 -1.548
C 4.84 0.62 -0.12 -1.648
C 1.48 1.54 -2.54 1.740
C 2.90 1.61 -3.16 -1.509
C 0.95 2.94 -2.14 -1.249
C 0.54 1.11 -3.66 -2.597
H 0.49 -1.00 -2.53 0.622
H 3.12 -1.49 0.73 1.667
H 2.03 -3.63 -3.19 0.345
H 0.42 -3.63 -2.43 0.114
H 1.52 -5.00 -2.19 0.431
H 4.07 -2.43 -1.95 0.277
H 4.02 -4.20 -1.52 0.475
H 4.32 -2.98 -0.28 0.365
H 0.88 -4.15 0.52 0.139
H 2.57 -4.04 1.04 0.287
H 2.25 -5.23 -0.16 0.558
H 2.76 1.98 2.31 0.149
H 4.54 1.54 2.27 0.457
H 3.27 0.25 2.22 0.337
H 2.54 3.21 0.26 -0.273
H 3.76 3.25 -0.94 0.275
H 4.21 3.26 0.72 0.523
H 4.96 -0.24 0.56 0.373
H 5.72 1.25 -0.03 0.540
H 4.78 0.26 -1.18 0.166
H 3.59 2.07 -2.45 0.285
H 2.94 2.24 -4.04 0.484
H 3.28 0.60 -3.41 0.281
H 1.36 3.38 -1.27 -0.081
H -0.19 2.91 -2.07 0.196
H 1.19 3.61 -2.97 0.548
H 0.79 0.16 -4.13 0.486
H 0.60 1.82 -4.48 0.480
H -0.47 1.15 -3.32 0.626
I -3.13 -2.64 4.25 0.082
C -3.64 -2.59 2.22 -0.486
C -4.74 -3.40 1.83 -0.124
C -4.80 -3.85 0.53 -0.763
I -6.34 -5.29 -0.03 0.158
C -3.75 -3.47 -0.37 1.088
C -3.73 -3.89 -1.69 -0.851
C -2.79 -3.34 -2.58 -1.146
C -1.97 -2.28 -2.17 -0.295
N -1.88 -1.96 -0.88 0.215
C -2.76 -2.49 0.00 0.020
C -2.71 -2.08 1.33 0.600
O -1.69 -1.28 1.71 0.116
H -5.55 -3.69 2.50 0.450
H -4.22 -4.80 -1.92 0.390
H -2.63 -3.80 -3.55 0.456
H -1.40 -1.70 -2.94 0.442
S 1.28 -1.67 3.02 -0.126
C 1.22 -1.22 1.40 0.242
C -4.71 1.07 1.26 -0.387
C -4.42 1.46 -0.17 -0.025
N -3.33 1.15 -0.82 0.318
C -3.49 1.63 -2.11 -0.308
C -4.79 2.18 -2.23 -0.785
N -5.32 2.10 -0.97 -0.046
H -3.75 1.11 1.77 -0.303
H -5.09 0.03 1.32 0.137
H -5.43 1.75 1.72 0.506
H -2.77 1.55 -2.93 0.234
H -5.43 2.49 -3.05 0.413
H -6.20 2.48 -0.60 0.251
C -1.50 0.88 4.19 -0.543
N -0.55 1.87 3.90 0.411
C 0.17 2.61 4.92 -0.533
C 0.69 3.67 4.28 -0.506
N 0.29 3.68 2.93 0.343
C 0.43 4.85 2.07 -0.844
C -0.46 2.59 2.69 -0.395
Se -1.05 1.89 1.01 0.034
H -2.54 1.30 4.36 0.250
H -1.14 0.40 5.13 0.354
H -1.61 0.16 3.40 -0.182
H 0.13 2.43 5.97 0.540
H 1.31 4.46 4.70 0.505
H -0.48 4.97 1.43 0.354
H 1.35 4.78 1.45 0.209
H 0.54 5.78 2.67 0.375
```

Output
Total charge: +2
Kohn-Sham gap (alpha / beta): 6.2 / 5.8 eV
HOMO energy (alpha / beta): -12.83 / -12.95 eV
Energy relative to the best compared isomer or geometry (same formula, charge and spin): 0.003 eV
2S+1: 2
<S²>: 0.79



This record from OMol25 describes a molecular structure, C36H47N5P2Sn at a distorted geometry. The level of theory is ωB97M-V with the def2-TZVPD basis set.

The geometry in XYZ format:
```
91
Properties=species:S:1:pos:R:3:mulliken_charge:R:1
Sn 0.31 -1.59 -1.76 0.963
C -1.20 -0.44 -4.53 -0.594
C -2.02 0.40 -3.89 0.129
C -3.34 0.12 -3.25 -1.268
C -3.58 -1.33 -2.86 -1.563
C -2.48 -1.91 -2.08 -0.458
C -1.38 -2.64 -2.58 0.490
C -0.98 -2.86 -4.05 -0.905
C -1.52 -1.82 -5.02 -0.985
C 1.81 -2.07 0.36 -0.929
H -0.30 -0.07 -4.97 0.338
H -1.93 1.47 -4.05 0.867
H -4.11 0.38 -3.99 0.544
H -3.52 0.81 -2.41 0.287
H -4.49 -1.41 -2.22 0.439
H -3.81 -1.84 -3.81 0.440
H -2.72 -2.10 -1.03 0.781
H -1.35 -3.65 -2.08 0.523
H -1.42 -3.84 -4.31 0.403
H 0.12 -2.91 -4.10 0.393
H -1.09 -1.98 -6.02 0.511
H -2.60 -1.93 -5.12 0.284
H 2.89 -2.10 0.10 0.658
H 1.48 -2.83 1.13 0.083
H 1.62 -1.05 0.76 -0.098
P -0.91 -0.91 1.37 0.211
P 0.37 1.99 -0.46 0.201
N -1.57 -2.70 1.05 0.591
N -1.67 -0.85 2.90 0.883
N 0.71 1.98 -2.17 0.786
N 0.37 3.81 -0.52 0.216
C -1.95 0.26 0.36 1.253
C -1.45 1.72 0.01 -1.543
C -0.85 -3.76 0.50 -0.548
C -1.72 -4.76 0.05 -0.832
C -3.02 -4.35 0.43 -0.558
C -2.91 -3.12 1.06 -0.756
C -1.14 -1.64 3.96 -0.862
C -2.01 -1.57 5.02 -0.951
C -3.12 -0.72 4.63 -0.730
C -2.87 -0.29 3.34 -0.262
C 1.75 1.29 -2.81 -0.667
C 1.57 1.30 -4.17 -0.179
C 0.44 2.11 -4.41 -1.200
C -0.02 2.56 -3.19 -0.346
C 0.23 4.91 -1.38 -0.228
C 0.74 6.05 -0.77 -0.652
C 1.28 5.65 0.48 -0.825
C 1.02 4.29 0.62 -0.534
H -2.94 0.32 0.84 0.858
H -2.12 -0.27 -0.59 -1.916
H -2.07 2.09 -0.84 0.598
H -1.62 2.40 0.88 0.480
H 0.22 -3.82 0.57 0.242
H -1.48 -5.61 -0.56 0.570
H -3.95 -4.89 0.28 0.478
H -3.65 -2.49 1.53 0.528
H -0.19 -2.17 3.84 0.868
H -1.90 -2.06 5.99 0.482
H -3.99 -0.46 5.22 0.465
H -3.42 0.40 2.70 0.421
H 2.66 1.05 -2.27 -0.123
H 2.17 0.73 -4.91 0.492
H -0.07 2.29 -5.36 0.517
H -0.85 3.22 -2.93 0.628
H -0.25 4.85 -2.34 0.460
H 0.70 7.06 -1.17 0.430
H 1.78 6.25 1.22 0.457
H 1.22 3.61 1.42 0.552
C 2.09 -0.93 5.30 -0.971
N 2.71 -0.63 4.04 0.219
C 4.16 -0.57 4.10 -0.926
C 1.97 0.27 3.21 0.046
C 2.78 0.89 2.09 0.735
C 3.47 2.10 2.32 -0.611
C 4.34 2.60 1.35 -0.591
C 4.52 1.94 0.12 -0.564
C 3.79 0.72 -0.10 -0.325
C 2.91 0.31 0.86 0.323
H 2.67 -1.71 5.80 0.373
H 1.06 -1.26 5.15 0.146
H 2.09 -0.04 5.95 0.371
H 4.65 -0.74 3.14 0.219
H 4.53 0.37 4.54 0.323
H 4.45 -1.39 4.77 0.404
H 1.09 -0.32 2.85 -1.206
H 1.53 1.09 3.83 0.487
H 3.32 2.66 3.25 0.561
H 4.86 3.54 1.50 0.498
H 5.20 2.35 -0.65 0.412
H 3.90 0.16 -1.04 0.789
```

Output
Total charge: +2
Kohn-Sham gap (alpha / beta): 4.6 / 4.6 eV
HOMO energy (alpha / beta): -12.62 / -12.62 eV
Energy relative to the best compared isomer or geometry (same formula, charge and spin): 5.099 eV



This record from OMol25 describes 9 unconnected molecules or ions with the total composition C36H47N7O6 at a distorted geometry. The level of theory is ωB97M-V with the def2-TZVPD basis set.

The geometry in XYZ format:
```
96
Properties=species:S:1:pos:R:3:mulliken_charge:R:1
C -2.99 -5.01 -0.58 -1.225
C -1.48 -4.97 -0.43 0.408
C -0.78 -5.90 -1.45 -0.510
O -0.21 -4.94 -2.39 -0.454
C -0.26 -3.69 -1.91 0.355
O 0.17 -2.73 -2.43 -0.356
O -0.96 -3.66 -0.78 0.012
H -3.52 -4.38 0.11 0.218
H -3.38 -6.00 -0.43 0.401
H -3.18 -4.73 -1.65 0.347
H -1.10 -5.10 0.57 0.272
H -1.47 -6.47 -2.04 0.384
H -0.01 -6.56 -1.04 0.200
C 4.47 -3.81 3.69 -1.344
C 3.69 -4.89 3.01 0.454
C 2.30 -5.09 3.52 -0.491
O 1.51 -5.45 2.37 -0.345
C 2.17 -4.97 1.29 0.593
O 1.72 -4.92 0.20 -0.447
O 3.43 -4.62 1.61 -0.351
H 3.94 -2.85 3.59 0.278
H 5.47 -3.79 3.25 0.344
H 4.64 -4.08 4.73 0.397
H 4.25 -5.81 2.99 0.289
H 1.89 -4.09 3.76 0.289
H 2.07 -5.82 4.28 0.274
C 3.59 6.01 0.30 -0.447
C 3.62 4.61 0.42 -1.036
C 2.32 4.21 0.17 -0.218
N 1.51 5.30 0.01 0.175
C 2.26 6.45 0.10 -0.574
H 4.43 6.68 0.49 0.367
H 4.47 4.04 0.68 0.466
H 1.88 3.23 0.00 0.665
H 0.49 5.36 -0.13 0.222
H 1.92 7.44 -0.01 0.412
C 3.59 -2.16 -1.29 -0.256
C 3.22 -1.10 -2.15 -0.603
C 3.67 0.03 -1.63 -0.885
N 4.49 -0.27 -0.54 0.066
C 4.40 -1.61 -0.31 -0.887
H 3.34 -3.20 -1.34 0.623
H 2.52 -1.21 -2.97 0.447
H 3.49 1.00 -1.99 0.810
H 5.06 0.36 -0.04 0.157
H 4.91 -2.03 0.53 0.525
C -4.76 3.78 1.69 -0.755
C -5.65 3.50 0.63 -0.372
C -5.62 2.14 0.44 -0.589
N -4.68 1.58 1.27 0.190
C -4.10 2.62 2.01 -0.238
H -4.48 4.77 2.01 0.435
H -6.23 4.21 0.08 0.400
H -6.22 1.48 -0.20 0.374
H -4.41 0.61 1.31 0.195
H -3.32 2.30 2.71 0.371
C -1.77 4.76 -0.99 -0.489
C -1.77 6.06 -1.59 -0.678
C -1.10 5.92 -2.82 -0.701
N -0.82 4.61 -3.03 0.223
C -1.27 3.89 -1.91 -0.256
H -2.22 4.59 -0.03 0.602
H -2.15 6.93 -1.12 0.415
H -0.87 6.70 -3.52 0.413
H -0.22 4.23 -3.77 0.200
H -1.21 2.83 -1.89 0.330
C -3.09 -2.10 2.01 0.390
C -2.37 -1.16 2.82 -0.109
C -3.09 -0.90 3.93 -0.974
N -4.16 -1.78 3.94 0.026
C -4.17 -2.45 2.76 -0.837
H -2.75 -2.48 1.02 0.031
H -1.38 -0.76 2.63 0.367
H -2.90 -0.29 4.80 0.420
H -4.93 -1.88 4.59 0.209
H -4.89 -3.20 2.56 0.450
C 1.38 2.66 -5.01 -0.757
C 0.28 1.77 -5.04 -0.574
C 0.25 1.13 -3.84 -0.649
N 1.11 1.78 -3.00 1.087
C 1.80 2.68 -3.70 -0.703
H 1.69 3.30 -5.81 0.417
H -0.33 1.59 -5.90 0.450
H -0.35 0.35 -3.45 0.412
H 1.36 1.60 -2.03 -0.187
H 2.48 3.35 -3.21 0.443
C -0.93 0.77 0.00 -0.276
C 0.07 1.04 1.00 -0.194
C 0.79 -0.07 1.21 -1.205
N 0.39 -1.00 0.31 1.469
C -0.68 -0.51 -0.39 -1.202
H -1.67 1.52 -0.25 0.732
H 0.24 1.99 1.55 0.363
H 1.48 -0.25 2.00 0.518
H 0.75 -1.96 0.26 -0.397
H -1.08 -1.06 -1.22 0.191
```

Output
SMILES: C[C@H]1COC(=O)O1.C[C@H]1COC(=O)O1.c1cc[nH]c1.c1cc[nH]c1.c1cc[nH]c1.c1cc[nH]c1.c1cc[nH]c1.c1cc[nH]c1.c1cc[nH]c1
Total charge: 0
Kohn-Sham gap: 8.0 eV
HOMO energy: -7.75 eV
Energy relative to the best compared isomer or geometry (same formula, charge and spin): 0.000 eV



This record from OMol25 describes a molecular structure, C36H48As2BrN3O8PbS3 at a distorted geometry. The level of theory is ωB97M-V with the def2-TZVPD basis set.

The geometry in XYZ format:
```
102
Properties=species:S:1:pos:R:3:mulliken_charge:R:1
Pb -21.03 -2.05 -0.11 1.241
C -20.51 0.59 2.64 -0.145
C -22.02 0.51 2.81 -1.093
S -22.75 -1.02 2.16 0.141
C -24.07 -0.24 1.07 -0.460
C -23.45 0.80 0.13 -1.337
S -22.37 0.32 -1.31 -0.123
C -20.95 1.48 -1.32 -0.295
C -20.33 1.79 0.02 -1.075
S -19.77 0.30 1.05 0.394
H -20.07 -0.17 3.31 -0.622
H -20.15 1.54 2.99 0.867
H -22.51 1.39 2.35 0.554
H -22.32 0.64 3.87 0.659
H -24.78 0.28 1.73 0.534
H -24.15 -2.27 0.56 -0.059
H -22.97 1.60 0.67 0.609
H -24.25 1.43 -0.29 0.593
H -21.28 2.47 -1.69 0.647
H -20.32 1.00 -1.99 -0.074
H -21.08 2.30 0.67 0.584
H -19.53 2.55 -0.13 0.631
Br -17.25 0.12 6.41 -0.120
C -18.14 -1.01 5.20 -0.276
C -17.69 -1.27 3.91 -0.780
C -18.41 -2.07 2.99 0.171
C -19.62 -2.53 3.46 -0.228
C -20.13 -2.44 4.80 -0.563
C -19.33 -1.69 5.68 -0.810
N -20.40 -3.28 2.47 0.645
C -20.93 -4.37 2.88 -0.704
C -21.76 -5.18 1.97 0.200
C -22.14 -6.50 2.23 -0.798
C -22.88 -7.21 1.30 -0.545
C -23.12 -6.64 0.05 -0.992
C -22.71 -5.31 -0.19 -0.326
N -22.08 -4.62 0.76 0.176
H -16.74 -0.82 3.51 0.436
H -18.04 -2.20 1.96 0.363
H -21.08 -2.86 5.06 0.594
H -19.59 -1.55 6.72 0.433
H -20.68 -4.84 3.81 0.643
H -21.73 -6.93 3.16 0.478
H -23.21 -8.24 1.53 0.428
H -23.68 -7.16 -0.70 0.524
H -22.82 -4.94 -1.15 0.693
C -26.80 -1.74 1.53 -1.428
C -26.04 -1.50 0.28 1.013
C -26.29 -2.74 -0.67 -1.724
C -26.71 -0.27 -0.51 -1.548
N -24.63 -1.36 0.44 0.554
H -27.91 -1.65 1.44 0.378
H -26.66 -0.87 2.24 0.328
H -26.45 -2.62 1.99 0.356
H -27.33 -2.70 -1.15 0.358
H -26.14 -3.62 -0.13 0.472
H -25.56 -2.75 -1.46 0.409
H -27.81 -0.40 -0.51 0.492
H -26.30 -0.20 -1.51 0.361
H -26.47 0.69 -0.04 0.327
C -20.81 -3.89 -3.18 -0.166
O -20.46 -5.14 -2.58 -0.222
C -19.24 -5.47 -2.12 -0.346
O -19.10 -6.50 -1.55 -0.569
C -18.18 -4.43 -2.35 -0.768
C -17.63 -4.29 -3.57 1.224
As -17.04 -2.44 -4.15 0.422
C -15.26 -2.57 -4.89 -1.052
C -17.10 -1.54 -2.44 -0.900
C -16.56 -2.38 -1.55 -0.676
As -17.99 -3.42 -0.72 2.023
C -17.26 -4.75 0.57 -1.116
C -15.08 -2.65 -1.54 0.074
O -14.29 -1.73 -1.68 -0.518
O -14.70 -3.90 -1.27 -0.229
C -13.34 -4.14 -0.84 -0.841
C -18.28 -0.78 -2.20 0.801
O -19.43 -1.20 -2.43 -0.696
O -18.10 0.43 -1.68 -0.285
C -16.74 0.97 -1.54 -0.551
C -18.16 -5.05 -4.86 0.338
O -17.87 -4.52 -5.90 -0.593
O -18.93 -6.08 -4.62 -0.227
C -19.53 -6.59 -5.88 -0.756
H -20.56 -3.92 -4.29 0.152
H -20.31 -3.04 -2.77 -0.006
H -21.91 -3.81 -3.12 0.363
H -15.46 -3.42 -5.53 0.402
H -14.49 -2.74 -4.16 0.249
H -14.88 -1.68 -5.33 0.441
H -16.25 -5.10 0.31 0.326
H -17.98 -5.57 0.61 0.340
H -17.17 -4.29 1.53 0.418
H -12.73 -3.30 -0.54 0.382
H -12.86 -4.79 -1.58 0.306
H -13.48 -4.80 0.01 0.288
H -16.90 1.64 -0.69 0.303
H -16.35 1.57 -2.36 0.267
H -16.12 0.08 -1.34 0.323
H -18.66 -6.47 -6.53 0.374
H -20.32 -5.93 -6.18 0.301
H -19.85 -7.63 -5.63 0.243
```

Output
Total charge: +2
Kohn-Sham gap (alpha / beta): 7.2 / 7.2 eV
HOMO energy (alpha / beta): -12.86 / -12.86 eV
Energy relative to the best compared isomer or geometry (same formula, charge and spin): 1.222 eV



The following electronic energy values (in eV) correspond, in order, to the records above: -141510.742 -69927.431 -60808.300 -288415.692.